No. 1
The following is a quantum chemistry calculation of a molecular structure, C28H28ClN2O2PSTc, from the OMol25 dataset.

Geometry as XYZ:
```
64
Properties=species:S:1:pos:R:3:forces:R:3
Tc -2.8889 0.5065 0.8463 0.5 1.4 1.6
C -5.1550 0.7363 3.3794 0.1 0.0 0.0
C -3.8556 -0.0374 3.3550 -0.2 0.2 0.1
C -2.7093 0.4607 4.0044 0.0 0.1 0.0
C -1.5740 -0.3158 4.1497 0.0 0.0 0.1
C -1.5516 -1.6220 3.6609 0.0 0.0 0.1
C -2.6582 -2.1255 3.0051 0.0 0.0 -0.1
C -3.7995 -1.3312 2.8324 0.0 -0.2 0.0
H -4.9953 1.8076 3.2655 0.0 0.0 0.0
H -5.6379 0.5834 4.3463 0.0 0.0 0.0
H -5.8524 0.3916 2.6150 0.0 0.0 0.0
H -2.7509 1.4512 4.4462 0.0 0.0 -0.1
H -0.7148 0.0739 4.6844 -0.1 0.0 0.0
H -0.6814 -2.2461 3.8239 0.0 0.0 0.0
H -2.6608 -3.1491 2.6490 0.0 0.1 0.0
H -4.6937 -1.7593 2.3931 0.0 0.0 -0.1
O -2.6198 4.4474 1.3530 -0.2 0.1 0.1
C -2.2217 3.3421 1.4354 0.5 -0.2 -0.2
O -3.0447 2.2346 1.5337 -0.4 0.2 -0.1
C -0.7621 2.8971 1.4186 -0.3 -0.1 0.0
P -0.7291 1.4330 0.3200 0.0 -0.1 0.2
C 0.7347 0.4615 0.7231 0.1 0.1 0.0
C 0.6243 -0.8837 1.0596 0.0 0.0 0.1
C 1.7660 -1.6194 1.3468 0.0 -0.1 0.0
C 3.0151 -1.0156 1.2978 0.0 0.0 0.0
C 3.1272 0.3317 0.9740 0.0 0.0 0.0
C 1.9905 1.0715 0.6846 0.0 -0.1 0.0
C -0.5669 2.0910 -1.3490 -0.2 -0.1 -0.1
C -1.3266 1.5213 -2.3738 0.0 0.0 0.0
C -1.1922 1.9715 -3.6790 0.0 0.0 0.0
C -0.2981 2.9942 -3.9654 0.0 0.0 0.0
C 0.4393 3.5836 -2.9450 0.0 0.0 0.0
C 0.3040 3.1411 -1.6379 0.1 0.0 -0.1
H -0.4746 2.5712 2.4209 0.0 0.0 0.0
H -0.1231 3.7130 1.0990 0.1 0.0 0.0
H -0.3536 -1.3492 1.1148 0.0 0.0 0.0
H 1.6820 -2.6647 1.6234 0.0 0.0 0.0
H 3.9053 -1.5908 1.5207 0.0 0.0 0.0
H 4.0976 0.8102 0.9503 0.0 0.0 0.0
H 2.0898 2.1202 0.4297 0.0 0.0 0.0
H -2.0423 0.7385 -2.1463 0.0 0.0 0.0
H -1.7975 1.5397 -4.4666 0.0 0.0 0.0
H -0.1881 3.3483 -4.9825 0.0 0.0 0.0
H 1.1111 4.4038 -3.1635 0.0 0.0 0.0
H 0.8729 3.6343 -0.8587 0.0 0.0 0.0
Cl -2.9953 -1.2775 -0.3795 -0.2 -1.3 -1.1
N -0.1385 -3.9688 -1.1764 0.0 0.1 -0.1
C 0.5640 -2.9662 -1.7159 -0.3 -0.1 0.1
S -0.3080 -1.5572 -2.1802 0.0 -0.1 -0.2
N 1.8626 -3.0880 -1.8517 0.4 0.1 -0.1
C 2.8318 -2.1556 -2.3419 0.0 0.0 0.0
C 4.1126 -2.6499 -2.5470 0.0 -0.1 -0.1
C 5.0931 -1.8204 -3.0639 0.0 0.0 0.0
C 4.8035 -0.4973 -3.3703 0.0 0.1 0.0
C 3.5292 -0.0010 -3.1396 0.0 0.0 0.1
C 2.5478 -0.8243 -2.6037 -0.1 0.0 0.0
H -1.1444 -3.9276 -1.1735 0.0 0.0 0.0
H 0.2834 -4.8634 -0.9783 0.0 0.0 0.0
H 2.2506 -3.9893 -1.6063 0.1 0.0 0.1
H 4.3409 -3.6879 -2.3240 0.0 0.1 0.0
H 6.0847 -2.2154 -3.2420 0.0 0.0 0.0
H 5.5704 0.1498 -3.7758 0.0 0.0 0.0
H 3.2955 1.0330 -3.3581 0.0 0.0 0.0
H 1.5759 -0.3947 -2.3661 0.1 0.1 0.0
```
Positions in Å, forces in eV/Å.

- E_tot: -2623.74164 a.u.
- 2S+1: 4
- Net charge: +2
- E_LUMO (spin up / spin down): -7.61 / -9.09 eV
- F_max: 2.16 eV/A

No. 2
The following is a quantum chemistry calculation of a molecular structure, C28H28CrN5O2Se, from the OMol25 dataset.

Geometry as XYZ:
```
65
Properties=species:S:1:pos:R:3:forces:R:3
Cr -0.3874 -0.3790 -0.6052 0.2 -0.6 -0.3
C -2.9107 -0.7852 1.3951 0.0 0.0 -0.1
O -1.9079 0.0492 0.7804 -0.1 0.0 0.0
C -1.9199 1.4100 1.0805 0.0 0.0 0.0
C -2.9767 2.0666 1.6759 0.2 0.1 0.0
C -2.8392 3.4321 1.9152 0.0 -0.1 0.0
C -1.6811 4.1083 1.5611 0.0 0.0 0.0
C -0.6295 3.4363 0.9553 0.0 -0.1 0.0
C -0.7516 2.0759 0.7229 0.0 -0.1 0.1
N 0.2421 1.2673 0.0886 -0.2 0.4 0.0
N 1.4298 1.7620 0.0853 -0.1 -0.2 -0.2
C 2.4015 1.2123 -0.6378 0.3 0.1 -0.1
C 2.1716 0.2300 -1.6503 0.3 0.1 -0.2
O 1.0111 -0.3177 -1.8118 -0.2 -0.3 0.2
C 3.2141 -0.1046 -2.5635 -0.1 0.1 0.2
C 4.4397 0.4547 -2.4181 0.0 0.1 0.0
C 4.7427 1.3968 -1.3824 0.0 -0.1 -0.1
C 6.0358 1.9313 -1.2601 0.0 0.1 0.1
C 6.3141 2.8394 -0.2650 0.0 -0.1 -0.1
C 5.3054 3.2261 0.6238 0.0 0.0 0.0
C 4.0317 2.7097 0.5229 0.1 0.0 0.0
C 3.7322 1.7899 -0.4875 -0.1 -0.1 0.0
H -3.8805 -0.5907 0.9355 0.0 0.0 0.1
H -2.9368 -0.5822 2.4654 0.0 0.0 0.0
H -2.6042 -1.8115 1.2082 0.0 0.0 0.0
H -3.8842 1.5541 1.9528 -0.1 0.0 0.0
H -3.6558 3.9669 2.3778 0.0 0.0 0.0
H -1.5977 5.1686 1.7482 0.0 0.0 0.0
H 0.2752 3.9497 0.6639 0.0 0.0 0.0
H 2.9957 -0.8135 -3.3488 0.0 0.0 0.0
H 5.2320 0.1869 -3.1061 0.0 0.0 0.0
H 6.8042 1.6238 -1.9562 0.0 0.0 0.0
H 7.3069 3.2540 -0.1663 0.0 0.0 0.0
H 5.5282 3.9403 1.4050 0.0 0.0 0.0
H 3.2658 3.0128 1.2217 0.0 0.0 0.0
C -1.8832 -4.6519 -3.1490 0.0 0.0 0.0
N -1.4423 -3.4742 -3.8903 0.1 0.1 0.0
C -0.9339 -3.5133 -5.1689 0.0 0.1 0.0
C -0.6302 -2.2429 -5.5144 0.0 -0.1 0.0
N -0.9564 -1.4415 -4.4444 0.0 0.0 0.0
C -0.8214 0.0118 -4.4212 -0.1 0.0 0.0
C -1.4446 -2.2047 -3.4581 0.0 0.1 0.1
Se -2.1624 -1.6126 -1.8197 0.0 0.2 0.1
H -1.0213 -5.1661 -2.7259 0.0 0.0 0.0
H -2.4096 -5.3102 -3.8345 0.0 0.0 0.0
H -2.5576 -4.3393 -2.3559 0.0 -0.1 0.0
H -0.8484 -4.4348 -5.7137 0.0 0.0 -0.1
H -0.2252 -1.8372 -6.4227 0.0 0.0 0.0
H -0.5020 0.3289 -5.4089 0.0 0.0 0.0
H -0.0798 0.2983 -3.6778 -0.1 0.0 -0.1
H -1.7854 0.4604 -4.1872 0.0 0.0 0.0
C 2.2475 -4.3893 3.4388 0.0 0.0 0.0
C 1.6498 -3.4251 2.4694 0.0 0.0 0.1
C 1.6628 -3.6602 1.0958 0.0 0.0 -0.1
C 1.0895 -2.7512 0.2371 0.0 0.0 0.0
N 0.5017 -1.6265 0.6752 -0.3 0.2 0.2
C 0.4883 -1.3800 2.0003 0.1 -0.1 0.1
C 1.0458 -2.2456 2.9132 0.0 0.1 -0.2
H 2.8285 -5.1591 2.9377 0.0 0.0 0.0
H 1.4563 -4.8752 4.0119 0.0 0.0 0.0
H 2.8872 -3.8684 4.1496 0.0 0.0 0.0
H 2.1309 -4.5484 0.6951 0.0 0.0 0.0
H 1.0931 -2.8951 -0.8367 0.0 0.0 0.0
H 0.0223 -0.4540 2.3083 0.0 0.0 0.0
H 1.0171 -1.9979 3.9650 0.0 0.0 0.0
```
Positions in Å, forces in eV/Å.

- E_tot: -4953.45447 a.u.
- 2S+1: 2
- Net charge: +2
- E_LUMO (spin up / spin down): -7.11 / -6.55 eV
- F_max: 0.65 eV/A

No. 3
The following is a quantum chemistry calculation of a molecular structure, C28H28N15O3Ti, from the OMol25 dataset.

Geometry as XYZ:
```
75
Properties=species:S:1:pos:R:3:forces:R:3
Ti 0.0773 0.2256 -0.2770 -0.7 -0.9 -0.2
C 0.3106 1.2861 3.7558 0.0 0.0 0.0
C 0.4735 1.2131 2.2720 0.2 0.0 0.1
N 0.5501 0.0378 1.6220 0.2 -0.2 0.1
N 0.6000 -1.1176 2.3992 0.0 0.1 0.1
C 1.3193 -2.0754 1.8353 -0.1 0.1 0.0
O 1.9863 -2.0173 0.7831 0.1 0.0 -0.1
C 1.2270 -3.3973 2.5638 0.0 0.0 0.0
C 0.5856 -3.5321 3.7947 0.0 0.0 0.0
C 0.4747 -4.7764 4.3982 0.0 0.0 0.0
C 1.0010 -5.9042 3.7777 0.0 0.0 0.0
C 1.6440 -5.7749 2.5545 0.0 0.0 0.0
C 1.7575 -4.5285 1.9536 0.0 0.0 0.0
C 0.6105 2.3291 1.4425 0.1 0.1 -0.1
C 0.6773 3.6865 1.8651 0.0 0.0 0.1
C 1.0318 4.6604 0.9877 0.0 0.0 0.0
C 1.3184 4.3131 -0.3628 0.0 0.0 0.0
C 1.1465 3.0270 -0.7596 0.0 -0.1 -0.1
N 0.7486 2.0384 0.0886 0.2 0.3 0.1
H 0.7712 2.1863 4.1615 0.0 0.0 0.0
H 0.7694 0.4136 4.2162 0.0 0.0 0.0
H -0.7509 1.2915 4.0219 0.0 0.0 0.0
H 0.1862 -2.6439 4.2674 0.0 0.0 0.0
H -0.0175 -4.8680 5.3597 0.0 0.0 0.0
H 0.9146 -6.8763 4.2488 0.0 0.0 0.0
H 2.0569 -6.6492 2.0652 0.0 0.0 0.0
H 2.2515 -4.4011 0.9985 0.0 0.0 0.0
H 0.4541 3.9277 2.8954 0.0 0.0 0.0
H 1.0944 5.6921 1.3097 0.0 0.0 0.0
H 1.6193 5.0608 -1.0832 0.0 0.0 0.0
H 1.2796 2.7189 -1.7897 0.0 0.0 0.0
N -2.2220 2.6201 -1.5956 0.0 0.0 0.0
C -2.5237 2.1526 -0.3251 0.1 0.1 0.1
N -3.5554 2.5694 0.3887 -0.3 -0.3 -0.1
N -3.4918 1.8317 1.5149 0.2 0.3 0.1
N -2.4540 1.0676 1.4950 -0.1 -0.2 -0.2
N -1.8097 1.2316 0.3148 0.0 0.1 0.1
C -1.7369 1.7058 -2.5246 0.0 0.0 0.0
N -2.0483 1.7239 -3.8074 -0.1 -0.1 0.0
N -1.3814 0.6660 -4.3162 0.1 0.1 0.0
N -0.7042 0.0711 -3.3989 -0.1 0.0 0.0
N -0.9076 0.7124 -2.2163 0.0 0.1 -0.2
H -2.9335 3.2259 -1.9740 0.0 0.0 0.0
N -3.8714 -3.3295 0.6450 0.0 0.0 0.0
C -3.3501 -2.9525 -0.7241 0.0 0.0 0.1
C -2.6848 -1.5890 -0.6353 0.0 0.0 0.0
N -1.6834 -1.5359 0.4135 0.3 0.0 -0.1
C -2.2226 -1.8775 1.7165 -0.1 0.0 0.1
C -2.7858 -3.2848 1.6988 0.0 0.0 0.0
H -4.2983 -4.2520 0.6109 0.0 0.0 0.0
H -4.5946 -2.6602 0.9136 0.0 0.0 0.0
H -4.1991 -2.9647 -1.4079 0.0 0.0 0.0
H -2.6155 -3.7106 -0.9938 0.0 0.0 0.0
H -3.4251 -0.8021 -0.4472 0.0 0.0 0.0
H -2.2156 -1.3745 -1.5962 0.0 0.0 0.0
H -0.9203 -2.1642 0.1806 -0.1 -0.1 0.0
H -2.9886 -1.1450 1.9913 0.0 0.0 0.0
H -1.4175 -1.8047 2.4501 0.0 0.0 0.0
H -3.2411 -3.5768 2.6453 0.0 0.0 0.0
H -2.0319 -4.0143 1.3996 0.0 0.0 0.0
O -0.4137 -4.0505 -1.1334 0.0 0.1 0.0
C 0.4204 -3.2358 -1.5222 0.0 -0.1 0.1
N 0.3524 -1.8856 -1.3880 0.1 0.2 -0.2
C 1.5067 -1.3469 -1.8429 -0.1 -0.1 0.0
O 1.7394 -0.1440 -1.6970 0.0 0.2 0.3
C 2.3891 -2.3972 -2.4230 0.0 0.0 0.0
C 3.6345 -2.3581 -3.0068 0.0 0.0 0.0
C 4.1943 -3.5781 -3.3856 0.0 0.0 0.0
C 3.5224 -4.7761 -3.1675 0.0 0.0 0.0
C 2.2636 -4.7984 -2.5659 0.0 0.0 0.0
C 1.7176 -3.5868 -2.2075 0.0 0.0 0.0
H 4.1543 -1.4212 -3.1555 0.0 0.0 0.0
H 5.1723 -3.5967 -3.8503 0.0 0.0 0.0
H 3.9900 -5.7064 -3.4661 0.0 0.0 0.0
H 1.7361 -5.7249 -2.3789 0.0 0.0 0.0
```
Positions in Å, forces in eV/Å.

- Energy above the lowest of the compared OMol25 structures with the same formula, charge and spin: 43.4 kcal/mol
- E_tot: -2980.46126 a.u.
- Net charge: -1
- E_LUMO (spin up / spin down): 1.39 / 1.39 eV
- F_max: 1.13 eV/A

- Which of these has the highest E_tot?
  C28H28ClN2O2PSTc

- What is the F_max in the third record?
  1.13 eV/A

- Among the records above, which one has the lowest net charge?
  C28H28N15O3Ti